# 1
The following is a quantum chemistry calculation of a cluster of 2 separate species, C5H12N2O5S in total, from the OMol25 dataset.

Orbital gap (spin up / spin down) = 5.75 / 6.93 eV
⟨S²⟩ = 2.01
E_tot = -29426.96198 eV
LUMO (spin up / spin down) = 0.4 / -3.4 eV
Spin multiplicity = 3

Structure (XYZ):
```
25
Properties=species:S:1:pos:R:3:forces:R:3:nbo_charge:R:1
C -1.5378 1.8676 0.2013 0.56 0.27 -1.13 0.6502
C -1.6058 -2.6780 -0.3487 -1.25 -0.73 3.89 -0.5944
C -1.2468 -1.2465 0.0745 0.92 -2.18 1.18 -0.4090
C -1.0876 -0.3956 -1.1467 -2.65 1.44 -0.75 -0.4388
C -0.6280 1.0004 -0.7797 -3.68 -2.07 -0.29 -0.0137
N -1.0704 1.9595 1.4648 0.47 -1.20 1.03 -0.8070
N 0.5400 1.3346 -1.1826 2.47 2.42 1.29 -0.6050
O 3.9144 -0.1532 1.2218 1.54 -0.69 0.09 -0.9020
O -2.4743 2.4733 -0.3165 1.05 -1.15 1.05 -0.4558
O 2.5271 -0.3817 -0.7209 2.49 -1.85 1.98 -0.8891
O 1.5362 0.3741 1.3463 -2.10 -0.78 2.37 -0.9378
O 3.1744 1.8364 0.2175 -1.26 -1.20 0.02 -0.9612
S 2.6605 0.5145 0.5578 4.21 3.22 -2.99 2.5992
H -2.6084 -2.7780 -0.6758 -1.17 0.28 -0.71 0.2001
H -0.9962 -3.0363 -1.1167 1.30 -0.85 -0.86 0.2024
H -1.6610 -3.3661 0.6294 0.74 1.18 -2.21 0.2010
H -0.2725 -1.4357 0.6849 -1.57 1.18 -0.89 0.2156
H -2.0861 -0.8657 0.7147 1.02 -0.12 -0.31 0.2026
H -0.4832 -0.8117 -1.9667 0.11 0.10 0.57 0.2204
H -2.1283 -0.2848 -1.5982 0.98 -0.37 0.33 0.2152
H -0.4554 1.1640 1.8160 -1.03 1.70 -0.85 0.4477
H -1.6021 2.4861 2.1677 0.31 -0.31 -0.62 0.4073
H 4.8217 0.2074 0.9050 -2.60 -0.51 0.43 0.5408
H 1.9712 -0.0157 -1.3674 -1.89 1.53 -1.34 0.5303
H 0.7983 2.2309 -0.7818 1.02 0.70 -1.25 0.3812
```
Forces are in eV/Å.

=====

# 2
The following is a quantum chemistry calculation of an isolated molecule of C5H12N2S, from the OMol25 dataset.

Orbital gap = 9.50 eV
SMILES = C[C@@H](N)[C@]1(CN)CS1
ΔE to the lowest compared entry with this formula, charge and spin = 255.4 kJ/mol
E_tot = -19192.06923 eV
LUMO = 0.7 eV

Structure (XYZ):
```
20
Properties=species:S:1:pos:R:3:forces:R:3:nbo_charge:R:1
C 0.4276 -2.0225 -0.7632 1.22 1.71 -3.19 -0.6109
C 0.2267 -1.0536 0.3715 -2.35 -1.47 1.36 -0.0704
N 1.4814 -0.6609 1.0086 0.27 2.94 0.26 -0.8046
C -0.7645 0.0964 0.0588 1.58 -1.49 1.12 -0.2462
C -0.2981 1.1164 -0.8363 -2.45 4.55 -3.28 -0.2611
N 0.6073 2.0738 -0.1713 2.79 1.01 -3.72 -0.7974
C -1.6277 0.6332 1.1256 0.64 -1.54 1.98 -0.4590
S -2.3766 -0.4994 -0.0905 -2.11 0.43 0.02 0.1703
H 1.1056 -1.3981 -1.4871 -1.09 -1.66 0.45 0.1813
H -0.4620 -2.4830 -1.3168 0.88 1.33 0.92 0.2315
H 0.9770 -2.8690 -0.4258 0.75 -0.50 0.36 0.2249
H -0.3651 -1.7952 0.9780 0.55 1.34 0.87 0.2089
H 1.9499 0.0550 0.2998 -0.83 -2.27 2.17 0.3249
H 1.2398 -0.0752 1.9271 0.73 -1.49 -2.72 0.3715
H -1.1233 1.9254 -1.0836 0.46 -2.10 0.55 0.2015
H -0.1521 0.7969 -1.9001 1.03 -0.26 0.92 0.1995
H 1.4256 1.4702 0.0572 -0.26 1.68 -0.22 0.3253
H 0.9444 2.7923 -1.0980 -0.89 -2.68 3.81 0.3566
H -1.7319 1.6987 1.1950 -0.62 0.32 -0.57 0.2355
H -1.4839 0.1987 2.1511 -0.30 0.18 -1.09 0.2178
```
Forces are in eV/Å.

=====

# 3
The following is a quantum chemistry calculation of an isolated molecule of C5H12N2S, from the OMol25 dataset.

Orbital gap = 9.59 eV
SMILES = C[C@H]1[C@H](N)[C@H](N)[C@H]1S
ΔE to the lowest compared entry with this formula, charge and spin = 74.6 kJ/mol
E_tot = -19193.94298 eV
LUMO = 0.7 eV

Structure (XYZ):
```
20
Properties=species:S:1:pos:R:3:forces:R:3:nbo_charge:R:1
C 1.6423 -1.2490 -1.0932 -1.47 -0.35 1.75 -0.6175
C 0.9548 -0.4527 0.1057 1.61 -1.58 -1.14 -0.2210
C 0.6197 1.0053 -0.2592 0.33 -0.82 -0.97 -0.0657
N 1.5296 2.0893 0.0190 0.96 -0.15 1.10 -0.8262
C -0.6733 0.8455 0.5523 -2.08 -0.07 -0.46 -0.0451
N -0.5609 1.2772 1.9294 -1.16 -0.49 0.92 -0.8437
C -0.5263 -0.7136 0.4730 0.63 1.84 -0.43 -0.3654
S -1.4573 -1.3609 -0.8865 -2.36 -0.90 0.78 -0.0375
H 1.8914 -2.2744 -0.7736 0.08 0.37 -0.06 0.2129
H 2.5524 -0.7282 -1.3575 0.08 0.10 -0.43 0.2108
H 0.9055 -1.3760 -1.9011 0.60 0.38 -0.10 0.2099
H 1.6033 -0.5987 0.9823 -0.29 0.44 -0.07 0.2186
H 0.4281 0.9548 -1.3504 -0.29 0.41 0.54 0.1989
H 1.8262 1.9114 0.9901 -0.18 0.54 -0.31 0.3559
H 2.4318 2.0356 -0.4928 -1.12 -0.16 0.02 0.3629
H -1.6701 1.1483 0.0923 1.28 0.11 0.19 0.1692
H -1.4157 0.9071 2.4296 1.38 0.52 -0.58 0.3562
H -0.6675 2.2815 1.9678 0.16 0.24 0.04 0.3665
H -0.7808 -1.1883 1.3929 0.16 -0.60 0.58 0.2217
H -2.6716 -1.4772 -0.1069 1.69 0.17 -1.36 0.1388
```
Forces are in eV/Å.

=====

# 4
The following is a quantum chemistry calculation of the ion C5H12N3 with charge +1, from the OMol25 dataset.

Charge = +1
Orbital gap = 8.82 eV
SMILES = C/[NH+]=C\N=N/C(C)C
ΔE to the lowest compared entry with this formula, charge and spin = 397.1 kJ/mol
E_tot = -9840.09612 eV
LUMO = -4.7 eV

Structure (XYZ):
```
20
Properties=species:S:1:pos:R:3:forces:R:3:nbo_charge:R:1
C -2.1592 0.9330 0.7227 1.80 0.58 2.43 -0.4500
N -2.6632 -0.1105 -0.1183 -0.08 0.97 0.01 -0.5391
C -1.9647 -1.2233 -0.1181 -2.37 -1.00 -1.50 0.2663
N -0.8642 -1.2597 0.4496 4.41 -0.26 0.48 -0.0666
N 0.2983 -1.2891 0.7619 -2.34 -1.41 2.70 0.0675
C 1.4709 -0.9669 0.0816 0.59 1.91 -0.82 -0.1053
C 2.0146 0.2552 0.9795 1.43 -1.61 -1.71 -0.5780
C 1.3023 -0.5047 -1.3581 -1.17 -1.19 0.37 -0.6490
H -2.8566 1.7794 0.8009 0.50 -0.42 -0.07 0.2572
H -1.9162 0.4808 1.7505 -1.23 0.56 -0.88 0.2124
H -1.0778 1.2579 0.5685 -1.48 0.04 -1.09 0.2110
H -3.5845 -0.0243 -0.5014 -0.18 -0.37 -0.06 0.4433
H -2.3571 -2.1858 -0.4520 -0.04 0.35 -0.32 0.2632
H 2.1068 -1.8806 0.1628 -0.22 0.85 0.21 0.2711
H 1.3052 1.0237 1.1882 -0.74 0.68 -0.79 0.2175
H 2.2727 -0.0518 1.9775 0.77 -0.50 0.14 0.2412
H 2.8703 0.5638 0.3034 -0.79 0.27 1.49 0.2440
H 0.7273 0.4082 -1.4755 0.20 0.31 0.20 0.2246
H 0.7554 -1.2765 -1.8936 -0.13 -0.17 -0.25 0.2193
H 2.2455 -0.4612 -1.8292 1.06 0.43 -0.53 0.2493
```
Forces are in eV/Å.

=====

# 5
The following is a quantum chemistry calculation of a cluster of 2 separate species, C5H12N3 in total, from the OMol25 dataset.

Charge = +1
Orbital gap = 6.83 eV
ΔE to the lowest compared entry with this formula, charge and spin = 291.8 kJ/mol
E_tot = -9841.18780 eV
LUMO = -5.5 eV

Structure (XYZ):
```
20
Properties=species:S:1:pos:R:3:forces:R:3:nbo_charge:R:1
C -1.2709 -2.7421 0.1739 -0.44 -0.02 -0.14 -0.0816
C -1.3096 -3.2153 -1.0587 -0.16 0.21 0.00 -0.2895
C -0.6858 -0.9116 1.5674 0.21 -0.11 -0.24 0.1312
N -0.9886 -1.3578 0.4127 -0.07 -0.73 0.10 -0.4059
H -1.4730 -3.3104 1.0700 0.21 -0.08 0.02 0.2362
H -1.2054 -2.5740 -1.9265 0.17 -0.02 0.00 0.2207
H -1.4875 -4.2629 -1.2442 -0.04 -0.05 0.07 0.2544
H -0.2824 0.0815 1.7019 -0.32 0.16 -0.03 0.2475
H -0.7689 -1.6134 2.3873 0.13 0.12 0.15 0.2288
H -0.9829 -0.7908 -0.4307 0.29 0.37 0.13 0.4456
C 0.6246 3.4076 0.0552 0.27 -0.04 -0.30 -0.4154
N 1.4725 2.3716 -0.5197 -0.12 -0.11 0.36 -0.5892
C 1.1288 1.0667 -0.4646 0.54 -0.02 -0.43 0.2801
N 1.9874 0.1181 -0.5294 -0.65 -0.03 -0.13 -0.6977
H 0.9548 4.3700 -0.3258 -0.05 0.05 0.05 0.2308
H -0.3995 3.2559 -0.2840 -0.06 0.01 0.08 0.2005
H 0.6633 3.4254 1.1455 -0.04 0.03 0.03 0.1903
H 2.4701 2.5247 -0.5760 -0.05 0.11 0.07 0.4125
H 0.0392 0.9234 -0.4438 -0.11 0.16 -0.03 0.0831
H 1.5137 -0.7667 -0.7105 0.27 -0.02 0.22 0.3176
```
Forces are in eV/Å.

=====

# 6
The following is a quantum chemistry calculation of a cluster of 2 separate species, C5H12N3O in total, from the OMol25 dataset.

Charge = +1
Orbital gap = 10.73 eV
ΔE to the lowest compared entry with this formula, charge and spin = 329.2 kJ/mol
E_tot = -11888.74742 eV
LUMO = -3.1 eV

Structure (XYZ):
```
21
Properties=species:S:1:pos:R:3:forces:R:3:nbo_charge:R:1
C -1.9126 -1.0292 0.9649 -0.18 1.10 -1.64 0.8526
C 0.5017 0.0796 -0.9225 2.23 0.58 3.01 0.2961
C 0.6712 2.1935 0.3080 1.77 2.80 -1.45 -0.4646
C -3.8098 -0.2418 -0.4769 0.67 1.17 -1.56 -0.4188
C 2.1995 -1.8712 -0.7621 2.34 1.10 2.97 -0.4026
N 0.3344 1.2494 -0.6844 -1.58 0.93 -0.77 -0.3158
N -2.6318 -0.3482 0.3223 -0.53 -0.46 0.32 -0.4917
N 1.5052 -0.8125 -0.0024 -2.10 -0.82 -1.28 -0.5813
O -0.9551 -1.5108 1.4201 1.38 -1.24 1.47 -0.6068
H 0.1150 -0.4930 -1.6862 -0.69 -1.35 -1.66 0.2004
H -0.0564 3.0148 0.4926 0.06 -0.82 -0.79 0.2512
H 0.8739 1.8150 1.2482 0.59 -1.26 1.98 0.1973
H 1.6290 2.7542 -0.0516 -1.57 -0.96 0.55 0.2491
H -4.5835 -0.9389 -0.2018 -0.26 -0.01 0.21 0.2298
H -4.0743 0.8191 -0.3847 -0.70 -0.50 -0.10 0.2295
H -3.5315 -0.3831 -1.5668 -0.33 -0.05 1.24 0.2158
H 1.4799 -2.5401 -1.0139 -1.90 -2.14 -1.19 0.2179
H 2.7379 -1.4597 -1.5907 0.52 -0.04 -0.26 0.2349
H 2.7928 -2.3059 0.1063 0.08 -0.05 -1.93 0.2319
H 2.1571 -0.2984 0.5195 1.03 1.50 0.63 0.4189
H 0.9916 -1.3644 0.6858 -0.81 0.53 0.25 0.4564
```
Forces are in eV/Å.